DFT (wB97M-V/def2-TZVPD) results for a molecular structure, C2H2Al in a non-equilibrium geometry.

spin multiplicity = 2
F_max = 1.97 eV/Å
net charge = +2
E_HOMO (spin up / spin down) = -21.875 / -23.864 eV
expectation value of S² = 0.751
lowest unoccupied orbital energy (spin up / spin down) = -12.2 / -14.5 eV

```
5
C2H2Al wB97M-V/def2-TZVPD
H 0.93429 0.06999 0.26529
C -0.24747 0.47608 -0.00025
C -0.10896 -0.68513 0.41808
H -0.01140 -1.74649 0.61771
Al -0.56646 1.88555 -1.30084
```

DFT (wB97M-V/def2-TZVPD) results for a molecular structure, C2H2AlFO in a non-equilibrium geometry.

energy relative to the best compared isomer or geometry (same formula, charge and spin) = 0.0 kcal per mole
F_max = 7.41 eV/Å
net charge = +2
E_HOMO = -21.519 eV
lowest unoccupied orbital energy = -12.8 eV

```
7
C2H2AlFO wB97M-V/def2-TZVPD
C 0.67815 2.31094 0.01432
C 0.12343 1.14196 0.04358
O -0.39525 0.08239 0.10521
H 1.18256 2.67796 0.90994
H 0.60550 2.91112 -0.89402
F -0.25025 -3.04166 -0.58017
Al -0.36052 -1.50724 -0.12841
```